DFT (the ωB97M-V functional and the def2-TZVPD basis) results for a molecular structure, C43H76CsN7O3P.

```
131
Properties=species:S:1:pos:R:3:forces:R:3
Cs -1.297455 1.318349 0.001178 -3.65 2.26 -1.79
C -3.095935 0.779096 5.459322 -0.03 0.01 0.02
N -2.797449 0.642107 4.054763 0.00 0.03 -0.06
C -3.723226 1.403582 3.241821 0.03 -0.03 0.00
C -2.721726 -0.757329 3.685312 0.00 0.07 0.01
C -2.364731 -1.083871 2.243187 0.16 0.10 -0.07
N -1.073387 -0.639811 1.686648 0.21 -1.37 1.03
C -0.640568 -1.692980 0.745421 0.08 0.10 -0.01
C 0.584834 -1.505378 -0.127300 0.17 -0.15 0.04
C 1.710817 -2.268894 0.172379 -0.25 0.05 -0.03
C 2.796649 -2.380445 -0.686711 -0.02 -0.08 -0.12
C 2.703836 -1.649990 -1.872708 0.10 0.04 -0.04
C 1.619581 -0.855554 -2.237854 0.13 0.02 0.08
C 0.484538 -0.788363 -1.365659 0.08 -0.46 -0.16
O -0.615230 -0.177946 -1.654034 1.18 -2.21 -2.18
C 1.682769 -0.211565 -3.639720 -0.09 -0.04 0.17
C 1.649763 -1.343540 -4.678499 -0.08 -0.02 -0.20
C 2.995881 0.576262 -3.809895 0.08 -0.02 0.01
C 0.536384 0.753203 -3.979231 -0.04 0.12 -0.03
C 3.933602 -3.380379 -0.427004 -0.01 0.21 0.04
C 3.534813 -4.778096 -0.917688 -0.17 -0.09 -0.06
C 4.252094 -3.483997 1.070368 0.11 0.06 0.09
C 5.215266 -2.980715 -1.168427 0.10 -0.07 -0.01
C -0.044311 -0.187542 2.626972 0.13 0.03 -0.15
C 0.870202 0.951093 2.161186 0.20 -0.05 0.10
C 2.233329 0.743332 1.995778 -0.21 -0.07 0.01
C 3.137429 1.795127 1.836408 -0.14 -0.03 0.14
C 2.604122 3.076558 1.922338 0.00 0.19 -0.14
C 1.245289 3.364131 2.038182 0.05 0.07 0.09
C 0.310207 2.280067 2.107849 0.49 0.16 0.73
O -0.959223 2.420344 2.078735 0.52 1.08 2.59
C 0.836920 4.844029 2.217289 -0.09 -0.25 0.00
C 1.585793 5.756567 1.234493 0.01 0.13 -0.07
C -0.660180 5.140990 2.019503 0.02 0.11 -0.09
C 1.204085 5.261403 3.650302 0.04 0.02 0.08
C 4.625391 1.523274 1.622327 -0.13 0.07 -0.02
C 5.216280 0.801841 2.839199 0.04 -0.11 0.08
C 4.794567 0.646534 0.382542 0.05 -0.12 -0.25
C 5.422643 2.805692 1.393530 0.11 0.16 0.00
H -4.076967 0.343161 5.729768 -0.02 -0.01 0.01
H -3.108876 1.833952 5.739855 0.02 -0.02 -0.04
H -2.331006 0.278681 6.057616 0.00 -0.01 -0.02
H -4.749180 0.997077 3.295371 -0.04 0.01 0.01
H -3.411743 1.419219 2.199786 0.05 -0.06 0.05
H -3.732579 2.439433 3.582006 0.01 -0.02 0.01
H -3.694653 -1.258938 3.853640 -0.07 -0.01 0.04
H -2.012058 -1.243270 4.363112 0.03 0.05 -0.03
H -3.168794 -0.757708 1.568417 0.10 -0.06 0.10
H -2.403942 -2.183494 2.215873 -0.04 -0.07 -0.04
H -1.495751 -1.883695 0.081683 0.03 0.05 0.05
H -0.475590 -2.612768 1.325416 -0.02 -0.15 0.06
H 1.689502 -2.840221 1.096000 0.00 0.01 -0.01
H 3.522207 -1.723235 -2.584029 -0.06 0.01 0.08
H 2.484542 -2.038472 -4.550965 -0.05 0.06 0.01
H 1.697216 -0.930844 -5.694250 0.02 -0.03 0.06
H 0.720608 -1.916776 -4.591781 0.06 0.06 0.02
H 3.867534 -0.080893 -3.883641 -0.06 0.03 0.03
H 3.162758 1.253660 -2.968954 -0.08 -0.02 -0.03
H 2.952396 1.180195 -4.723146 0.03 -0.08 0.04
H -0.436852 0.265346 -3.943856 0.10 0.01 -0.03
H 0.718762 1.126451 -4.996289 -0.07 0.01 0.08
H 0.483343 1.615617 -3.305478 0.09 -0.18 -0.07
H 2.642576 -5.132849 -0.393137 0.05 0.03 -0.03
H 4.344603 -5.498672 -0.747200 -0.05 0.06 -0.01
H 3.309567 -4.759520 -1.987962 0.00 0.00 0.06
H 3.414826 -3.883481 1.646965 0.02 0.02 -0.08
H 4.514953 -2.512430 1.500169 -0.01 -0.03 -0.08
H 5.100332 -4.160240 1.217981 -0.03 0.02 0.02
H 5.111220 -3.087172 -2.251692 -0.03 0.00 0.07
H 6.040214 -3.630688 -0.856420 -0.05 0.03 -0.03
H 5.496558 -1.949442 -0.962156 0.01 0.09 0.07
H 0.587314 -1.029260 2.951783 0.07 -0.03 -0.01
H -0.565718 0.205077 3.497972 0.00 0.03 0.00
H 2.590758 -0.284782 2.000256 -0.01 0.03 0.01
H 3.292552 3.913632 1.871997 -0.08 -0.05 0.03
H 1.316849 5.527503 0.198109 0.02 0.00 0.12
H 2.673834 5.695886 1.324989 -0.10 -0.02 0.01
H 1.304408 6.797858 1.433528 0.02 -0.06 -0.05
H -0.994886 4.883030 1.011427 0.07 -0.01 0.04
H -0.788680 6.222489 2.156675 -0.08 -0.04 -0.01
H -1.303370 4.604046 2.713937 0.15 0.03 0.00
H 2.280454 5.163685 3.826066 -0.07 0.01 -0.02
H 0.688053 4.631589 4.381865 0.01 0.03 -0.09
H 0.914319 6.304918 3.827011 0.04 -0.07 0.01
H 4.670058 -0.121526 3.052687 0.04 0.07 -0.03
H 5.156102 1.438156 3.726927 -0.01 -0.04 -0.04
H 6.268823 0.540548 2.670950 -0.08 0.04 0.00
H 4.295188 -0.315880 0.490962 -0.03 -0.04 0.04
H 5.857261 0.463822 0.180126 -0.06 -0.01 0.00
H 4.347866 1.117963 -0.501003 0.08 0.00 0.08
H 5.442405 3.446770 2.280302 -0.03 -0.06 -0.03
H 5.014947 3.396965 0.567209 0.03 -0.08 0.02
H 6.457522 2.549794 1.144148 -0.04 0.03 0.03
N 0.959398 3.099564 -1.088188 -0.10 -0.07 -0.12
C 2.119840 3.569284 -1.574009 -0.07 -0.09 0.08
C 1.796737 4.518747 -2.514650 -0.17 0.07 -0.06
C 0.383820 4.540946 -2.510394 -0.04 -0.07 0.03
N -0.128360 3.673909 -1.641579 0.81 0.16 -0.10
H 0.851880 2.394986 -0.363840 0.47 0.48 -0.16
H 3.059648 3.199408 -1.193566 -0.05 0.04 -0.05
H 2.476785 5.108112 -3.109128 -0.08 -0.04 0.03
H -0.288727 5.141192 -3.105965 0.08 0.00 0.03
C -6.680480 -2.161170 -3.266729 0.00 0.00 0.07
N -6.370959 -1.938843 -1.865997 -0.55 0.03 -0.29
C -7.544561 -1.993004 -1.002868 0.03 0.04 -0.13
P -4.882098 -2.180244 -1.176872 0.12 0.50 1.18
O -4.852842 -1.500198 0.146332 -0.02 -0.17 -0.46
N -4.559508 -3.784726 -0.976152 -0.09 -0.61 0.01
C -4.847795 -4.721495 -2.045083 0.08 -0.05 0.05
C -4.423889 -4.379476 0.345633 -0.02 -0.03 -0.20
N -3.851972 -1.712009 -2.348974 0.50 0.40 -0.43
C -3.842382 -0.282930 -2.704555 -0.09 -0.24 -0.03
C -2.616530 -2.414730 -2.717620 -0.16 0.07 -0.01
H -7.366679 -1.387767 -3.626639 0.01 0.02 0.03
H -7.168745 -3.132122 -3.429017 0.02 0.00 0.00
H -5.777934 -2.121627 -3.874541 0.01 0.01 0.08
H -8.265582 -1.226214 -1.301199 0.01 0.00 -0.04
H -7.266452 -1.808436 0.030925 0.11 0.00 -0.02
H -8.046379 -2.967083 -1.074261 0.00 -0.02 0.02
H -4.857693 -4.224968 -3.015867 0.02 0.07 0.08
H -5.817758 -5.215801 -1.907240 -0.01 -0.02 0.03
H -4.075450 -5.495698 -2.090400 -0.01 -0.02 0.03
H -4.320903 -3.602231 1.095872 0.00 0.10 -0.04
H -3.542308 -5.026364 0.383443 0.02 -0.01 -0.03
H -5.301949 -4.989281 0.588174 -0.03 -0.02 0.03
H -4.600156 0.255560 -2.137948 -0.05 -0.03 0.03
H -4.046772 -0.138339 -3.770548 0.03 -0.05 -0.02
H -2.866012 0.141466 -2.473340 0.08 -0.01 -0.01
H -2.558746 -3.370393 -2.204553 0.02 0.01 0.04
H -1.754567 -1.802166 -2.444853 0.02 -0.02 -0.01
H -2.599375 -2.603310 -3.796730 -0.01 0.04 -0.03
```
Forces are in eV/Å.

Output
Net charge: -1
HOMO level: -3.608 eV
HOMO-LUMO gap: 5.62 eV